a:
{
  "formula": "C2H3N3",
  "method": "ωB97M-V with the def2-TZVPD basis set",
  "species": ["H", "N", "N", "C", "C", "N", "H", "H"],
  "coordinates": [[1.00, -2.29, 0.16], [0.19, -1.67, 0.05], [0.56, -0.49, 0.18], [-0.45, 0.52, 0.06], [-1.84, 0.12, 0.01], [-2.93, -0.20, -0.02], [-0.20, 1.13, -1.07], [-0.28, 1.28, 0.83]],
  "nbo_charge": [0.328, -0.310, -0.126, -0.376, 0.243, -0.280, 0.259, 0.261],
  "homo_lumo_gap_ev": 10.20,
  "homo_energy_ev": -10.025,
  "smiles": "[H]/N=N/CC#N",
  "mol_weight_g_mol": 69.1
}


b:
{
  "formula": "C2H3N3",
  "method": "ωB97M-V with the def2-TZVPD basis set",
  "species": ["C", "N", "N", "N", "C", "H", "H", "H"],
  "coordinates": [[0.55, 1.19, 0.60], [0.31, 0.30, -0.33], [1.06, 1.94, 1.37], [-1.11, -1.38, -1.15], [-0.64, -0.71, -0.19], [-1.09, -0.85, 0.80], [-0.71, -1.09, -2.05], [1.63, 0.60, 0.95]],
  "nbo_charge": [0.334, -0.637, -0.372, -0.625, 0.252, 0.155, 0.341, 0.552],
  "homo_lumo_gap_ev": 8.91,
  "homo_energy_ev": -9.767,
  "mol_weight_g_mol": 69.1
}


c:
{
  "formula": "C2H3N3",
  "method": "ωB97M-V with the def2-TZVPD basis set",
  "species": ["C", "N", "C", "N", "N", "H", "H", "H"],
  "coordinates": [[1.15, -0.59, -0.04], [0.97, 0.83, -0.05], [-0.37, 0.84, -0.14], [-1.04, -0.27, -0.09], [-0.06, -1.22, -0.16], [2.12, -0.96, 0.09], [-0.80, 1.90, -0.05], [-1.97, -0.53, 0.45]],
  "nbo_charge": [0.124, -0.472, 0.186, -0.388, -0.314, 0.210, 0.200, 0.453],
  "homo_lumo_gap_ev": 10.74,
  "homo_energy_ev": -10.033,
  "smiles": "c1nc[nH]n1",
  "mol_weight_g_mol": 69.1
}


d:
{
  "formula": "C2H3N3",
  "method": "ωB97M-V with the def2-TZVPD basis set",
  "species": ["C", "C", "N", "N", "N", "H", "H", "H"],
  "coordinates": [[1.01, -0.09, -0.07], [-0.09, 0.71, -0.10], [-1.17, -0.19, -0.14], [-0.70, -1.44, 0.02], [0.60, -1.39, -0.04], [2.06, 0.17, -0.10], [-0.23, 1.78, -0.24], [-1.49, 0.45, 0.68]],
  "nbo_charge": [-0.130, -0.122, -0.399, -0.041, -0.199, 0.225, 0.237, 0.429],
  "homo_lumo_gap_ev": 11.11,
  "homo_energy_ev": -10.326,
  "smiles": "c1c[nH]nn1",
  "mol_weight_g_mol": 69.1
}


Energy ordering: c at the bottom, the next structure 0.913 eV above.


a:
{
  "formula": "C2H3N3",
  "method": "ωB97M-V with the def2-TZVPD basis set",
  "species": ["H", "N", "C", "N", "C", "N", "H", "H"],
  "coordinates": [[1.52, 0.08, 2.36], [0.78, 0.61, 1.89], [0.55, 0.09, 0.73], [-0.41, 0.66, -0.05], [-0.70, 0.05, -1.00], [-1.01, -0.55, -1.96], [1.13, -0.79, 0.39], [-1.85, -0.14, -2.37]],
  "nbo_charge": [0.333, -0.623, 0.234, -0.537, 0.739, -0.723, 0.155, 0.423],
  "homo_lumo_gap_ev": 10.26,
  "homo_energy_ev": -9.627,
  "smiles": "[H]/N=C/N=C=N",
  "mol_weight_g_mol": 69.1
}


b:
{
  "formula": "C2H3N3",
  "method": "ωB97M-V with the def2-TZVPD basis set",
  "species": ["C", "C", "N", "N", "N", "H", "H", "H"],
  "coordinates": [[0.41, 0.23, 0.07], [-0.63, -0.76, -0.04], [0.30, 1.49, -0.05], [-1.83, -0.21, -0.02], [-2.66, 0.55, 0.07], [1.40, -0.14, 0.07], [-0.34, -1.74, -0.09], [-0.73, 1.79, -0.27]],
  "nbo_charge": [0.079, -0.335, -0.620, 0.099, 0.037, 0.188, 0.242, 0.311],
  "homo_lumo_gap_ev": 9.05,
  "homo_energy_ev": -8.913,
  "mol_weight_g_mol": 69.1
}


Energy ordering: a at the bottom, the next structure 0.598 eV above.


a:
{
  "formula": "C3H7N",
  "method": "ωB97M-V with the def2-TZVPD basis set",
  "species": ["C", "N", "C", "C", "H", "H", "H", "H", "H", "H", "H"],
  "coordinates": [[-0.69, 1.16, -0.58], [0.21, 0.33, -0.15], [0.98, -0.23, 0.76], [0.92, -0.87, -0.57], [-1.81, -0.41, 1.19], [-1.14, 0.98, -1.54], [-0.96, 2.00, 0.04], [1.73, 0.20, 1.41], [-1.19, -0.67, 1.52], [1.65, -0.71, -1.37], [0.30, -1.77, -0.69]],
  "nbo_charge": [-0.273, -0.205, -0.219, -0.235, -0.036, 0.197, 0.198, 0.214, -0.003, 0.178, 0.183],
  "homo_lumo_gap_ev": 8.64,
  "homo_energy_ev": -7.425,
  "mol_weight_g_mol": 57.1
}


b:
{
  "formula": "C3H7N",
  "method": "ωB97M-V with the def2-TZVPD basis set",
  "species": ["C", "C", "N", "C", "H", "H", "H", "H", "H", "H", "H"],
  "coordinates": [[-0.89, -0.38, -0.60], [0.63, -0.34, -0.70], [0.73, 0.77, 0.28], [-0.51, 0.14, 0.95], [-1.25, -1.36, -0.77], [-1.20, 0.46, -1.34], [1.20, 0.13, -1.56], [0.76, -1.44, -0.41], [1.23, 0.28, 1.05], [-0.23, -0.74, 1.54], [-1.03, 0.77, 1.61]],
  "nbo_charge": [-0.409, -0.271, -0.588, -0.231, 0.199, 0.216, 0.207, 0.175, 0.350, 0.158, 0.195],
  "homo_lumo_gap_ev": 11.38,
  "homo_energy_ev": -10.218,
  "smiles": "C1CNC1",
  "mol_weight_g_mol": 57.1
}


c:
{
  "formula": "C3H7N",
  "method": "ωB97M-V with the def2-TZVPD basis set",
  "species": ["C", "C", "H", "H", "H", "H", "C", "N", "H", "H", "H"],
  "coordinates": [[1.45, -2.66, 0.60], [2.68, -2.21, 0.37], [1.28, -3.17, 1.54], [0.56, -2.31, 0.10], [3.57, -2.53, 0.91], [2.88, -1.41, -0.33], [-1.95, 2.78, -0.04], [-2.29, 2.09, -1.05], [-1.36, 2.43, 0.81], [-2.10, 3.86, -0.12], [-1.79, 1.19, -1.01]],
  "nbo_charge": [-0.393, -0.374, 0.192, 0.194, 0.193, 0.187, -0.048, -0.585, 0.146, 0.160, 0.327],
  "homo_lumo_gap_ev": 11.10,
  "homo_energy_ev": -10.233,
  "smiles": "C=C.C=N",
  "mol_weight_g_mol": 57.1
}


d:
{
  "formula": "C3H7N",
  "method": "ωB97M-V with the def2-TZVPD basis set",
  "species": ["C", "N", "C", "C", "H", "H", "H", "H", "H", "H", "H"],
  "coordinates": [[0.52, 1.09, -0.64], [-0.46, 0.19, -0.15], [-0.09, -1.12, 0.03], [-0.54, -0.27, 1.08], [-0.11, 2.08, -0.83], [1.37, 0.98, -0.14], [0.65, 0.63, -1.79], [0.96, -1.08, -0.11], [-0.70, -1.84, -0.64], [0.16, -0.05, 1.93], [-1.77, -0.61, 1.25]],
  "nbo_charge": [-0.405, -0.447, -0.266, -0.223, 0.226, 0.170, 0.191, 0.169, 0.198, 0.203, 0.184],
  "homo_lumo_gap_ev": 9.86,
  "homo_energy_ev": -8.712,
  "smiles": "CN1CC1",
  "mol_weight_g_mol": 57.1
}


Energy ordering: c at the bottom, the next structure 1.100 eV above.


a:
{
  "formula": "C3H7N",
  "method": "ωB97M-V with the def2-TZVPD basis set",
  "species": ["C", "C", "C", "N", "H", "H", "H", "H", "H", "H", "H"],
  "coordinates": [[-0.84, 0.97, 0.53], [0.23, -0.10, 0.79], [0.54, -0.99, -0.21], [0.94, -0.69, -1.51], [-1.87, 0.63, 0.40], [-0.18, 1.29, -0.29], [-0.97, 1.83, 1.20], [0.72, -2.04, 0.03], [-0.23, -0.60, -1.17], [1.40, 0.22, -1.57], [0.25, -0.53, 1.80]],
  "nbo_charge": [-0.687, -0.274, -0.119, -0.762, 0.220, 0.223, 0.223, 0.196, 0.428, 0.363, 0.190],
  "homo_lumo_gap_ev": 8.69,
  "homo_energy_ev": -8.117,
  "mol_weight_g_mol": 57.1
}


b:
{
  "formula": "C3H7N",
  "method": "ωB97M-V with the def2-TZVPD basis set",
  "species": ["C", "C", "H", "H", "C", "N", "H", "H", "H", "H", "H"],
  "coordinates": [[-0.31, 2.11, 1.48], [0.74, 1.51, 1.30], [-1.17, 2.57, 1.87], [1.77, 1.35, 0.81], [-0.13, -1.61, -1.77], [-0.34, -1.21, -0.35], [-0.21, -0.70, -2.41], [0.82, -2.19, -1.93], [-0.98, -2.24, -2.03], [0.04, -2.00, 0.23], [0.36, -0.46, -0.15]],
  "nbo_charge": [-0.205, -0.285, 0.231, 0.258, -0.420, -0.816, 0.193, 0.168, 0.190, 0.341, 0.345],
  "homo_lumo_gap_ev": 10.54,
  "homo_energy_ev": -9.449,
  "smiles": "C#C.CN",
  "mol_weight_g_mol": 57.1
}


Energy ordering: b at the bottom, the next structure 1.769 eV above.


a:
{
  "formula": "C2H9N3O2",
  "method": "ωB97M-V with the def2-TZVPD basis set",
  "species": ["H", "N", "C", "O", "N", "H", "H", "H", "C", "O", "N", "H", "H", "H", "H", "H"],
  "coordinates": [[-1.60, 0.38, -2.35], [-1.50, 0.39, -1.34], [-2.13, -0.50, -0.72], [-2.12, -0.60, 0.60], [-1.38, 0.39, 1.30], [-2.78, -1.29, -1.13], [-1.36, 1.21, 0.70], [-0.42, 0.03, 1.37], [1.77, 0.79, -0.47], [2.20, -0.45, 0.05], [1.31, -0.90, 1.08], [0.77, 0.72, -0.90], [2.49, 1.03, -1.25], [1.79, 1.57, 0.30], [1.08, -1.86, 0.83], [1.85, -0.92, 1.94]],
  "nbo_charge": [0.363, -0.776, 0.410, -0.369, -0.537, 0.157, 0.352, 0.375, -0.267, -0.418, -0.554, 0.206, 0.190, 0.162, 0.355, 0.350],
  "homo_lumo_gap_ev": 10.18,
  "homo_energy_ev": -9.297,
  "smiles": "[H]/N=C/ON.CON",
  "mol_weight_g_mol": 107.1
}


b:
{
  "formula": "C2H9N3O2",
  "method": "ωB97M-V with the def2-TZVPD basis set",
  "species": ["C", "C", "O", "O", "H", "H", "H", "H", "N", "N", "N", "H", "H", "H", "H", "H"],
  "coordinates": [[-1.29, 1.28, -0.17], [-0.89, -0.16, 0.07], [-1.14, -0.91, -1.08], [-1.24, -0.75, 1.22], [-1.40, -1.78, -0.76], [-0.86, 1.67, -1.09], [-0.99, 1.90, 0.67], [-2.38, 1.30, -0.26], [0.76, -0.28, 0.42], [1.51, -1.23, -0.35], [1.44, 0.95, 0.59], [0.06, -0.71, 1.36], [1.14, -1.20, -1.31], [1.29, -2.15, 0.01], [1.64, 1.34, -0.33], [2.34, 0.74, 1.02]],
  "nbo_charge": [-0.678, 0.687, -0.735, -0.823, 0.491, 0.210, 0.239, 0.237, -0.231, -0.673, -0.640, 0.486, 0.364, 0.362, 0.343, 0.362],
  "homo_lumo_gap_ev": 10.34,
  "homo_energy_ev": -9.560,
  "mol_weight_g_mol": 107.1
}


Energy ordering: b at the bottom, the next structure 1.051 eV above.


a:
{
  "formula": "CH4N2O",
  "method": "ωB97M-V with the def2-TZVPD basis set",
  "species": ["H", "N", "C", "N", "O", "H", "H", "H"],
  "coordinates": [[-2.18, 0.95, -0.18], [-1.89, -0.18, -0.26], [-0.64, 0.27, 0.20], [0.53, -0.50, 0.42], [1.63, 0.17, -0.39], [-0.45, 1.32, 0.73], [0.62, -1.23, -0.19], [2.29, 0.74, 0.41]],
  "nbo_charge": [0.342, -0.601, 0.201, -0.343, -0.595, 0.160, 0.366, 0.469],
  "homo_lumo_gap_ev": 10.45,
  "homo_energy_ev": -10.086,
  "smiles": "[H]/N=C/NO",
  "mol_weight_g_mol": 60.1
}


b:
{
  "formula": "CH4N2O",
  "method": "ωB97M-V with the def2-TZVPD basis set",
  "species": ["H", "N", "N", "C", "O", "H", "H", "H"],
  "coordinates": [[-1.69, -2.03, 0.10], [-0.79, -1.56, -0.08], [-0.81, -0.34, 0.02], [0.40, 0.47, -0.01], [-2.31, 0.47, 0.07], [0.22, 1.40, 0.66], [1.20, -0.16, 0.09], [0.75, 0.85, -1.02]],
  "nbo_charge": [0.376, -0.276, 0.210, -0.471, -0.582, 0.268, 0.226, 0.249],
  "homo_lumo_gap_ev": 9.13,
  "homo_energy_ev": -9.497,
  "smiles": "[H]/N=[N+](/C)[O-]",
  "mol_weight_g_mol": 60.1
}


Energy ordering: a at the bottom, the next structure 0.687 eV above.


a:
{
  "formula": "CH4N2O",
  "method": "ωB97M-V with the def2-TZVPD basis set",
  "species": ["C", "N", "O", "H", "N", "H", "H", "H"],
  "coordinates": [[1.28, 2.61, 0.20], [0.23, 2.15, 0.30], [-0.80, 1.59, 0.45], [2.15, 3.17, 0.05], [-0.66, -1.42, -0.37], [-0.01, -1.67, 0.37], [-1.54, -1.88, -0.18], [-0.82, -0.42, -0.29]],
  "nbo_charge": [-0.058, 0.225, -0.412, 0.251, -1.080, 0.350, 0.353, 0.370],
  "homo_lumo_gap_ev": 10.51,
  "homo_energy_ev": -9.667,
  "smiles": "C#[N+][O-].N",
  "mol_weight_g_mol": 60.1
}


b:
{
  "formula": "CH4N2O",
  "method": "ωB97M-V with the def2-TZVPD basis set",
  "species": ["N", "N", "C", "O", "H", "H", "H", "H"],
  "coordinates": [[-1.48, -0.37, -0.04], [-0.41, 0.72, 0.02], [0.90, 0.38, 0.01], [1.16, -0.73, -0.01], [-0.97, -0.97, -0.62], [-1.46, -0.81, 0.86], [-0.60, 1.66, -0.23], [1.55, 1.18, 0.16]],
  "nbo_charge": [-0.611, -0.497, 0.503, -0.595, 0.357, 0.352, 0.377, 0.113],
  "homo_lumo_gap_ev": 11.16,
  "homo_energy_ev": -10.167,
  "smiles": "NNC=O",
  "mol_weight_g_mol": 60.1
}


c:
{
  "formula": "CH4N2O",
  "method": "ωB97M-V with the def2-TZVPD basis set",
  "species": ["C", "N", "O", "H", "N", "H", "H", "H"],
  "coordinates": [[1.58, 0.73, -0.59], [1.76, 0.46, 0.52], [2.01, -0.08, 1.57], [1.36, 1.37, -1.36], [-1.55, -0.52, -0.23], [-2.13, -1.27, -0.60], [-2.16, 0.19, 0.23], [-0.87, -0.88, 0.47]],
  "nbo_charge": [-0.026, 0.198, -0.409, 0.236, -1.097, 0.365, 0.364, 0.370],
  "homo_lumo_gap_ev": 10.82,
  "homo_energy_ev": -9.857,
  "smiles": "C#[N+][O-].N",
  "mol_weight_g_mol": 60.1
}


Energy ordering: b at the bottom, the next structure 1.547 eV above.